{
  "formula": "C5H11NO2",
  "method": "ωB97M-V/def2-TZVPD",
  "total_charge": 0,
  "homo_lumo_gap_ev": 5.2,
  "relative_energy_kcal_mol": 156.60,
  "fmax_ev_per_a": 4.24,
  "elements": ["C", "C", "C", "O", "C", "N", "C", "O", "H", "H", "H", "H", "H", "H", "H", "H", "H", "H", "H"],
  "xyz": [[-1.113, -0.982, -0.398], [-2.114, -0.276, 0.493], [-1.901, 1.226, 0.251], [-1.479, 1.348, -1.030], [0.343, -0.594, -0.158], [1.133, -1.465, 0.195], [4.091, -0.498, 0.888], [0.626, 0.711, -0.389], [-1.360, -0.567, -1.404], [-1.141, -2.074, -0.415], [-2.035, -0.719, 1.488], [-3.086, -0.595, 0.102], [-1.084, 1.495, 0.952], [-2.766, 1.828, 0.565], [-0.248, 1.058, -0.797], [4.824, -0.713, 0.131], [3.894, 0.573, 0.938], [3.124, -0.960, 0.654], [4.406, -0.798, 1.887]],
  "nbo_charge": [-0.438, -0.430, -0.076, -0.734, 0.428, 0.016, -0.828, -0.607, 0.313, 0.237, 0.213, 0.238, 0.164, 0.175, 0.473, 0.217, 0.218, 0.205, 0.216]
}